The following is a quantum chemistry calculation of a molecular structure, C9H11Br15O2 at a distorted geometry, from the Open Molecules 2025 dataset.

energy above the lowest of the compared OMol25 structures with the same formula, charge and spin = 520.45 kcal/mol
total charge = 0
lowest unoccupied orbital energy = -0.054 Eh
gap between HOMO and LUMO = 0.208 hartree

Each line ends with the natural charge from an NBO analysis.
Cartesian coordinates (Å):
H1 -25.8289 23.5594 -25.4881  0.22
H2 -20.6378 25.4005 -25.8634  0.24
Br1 -22.7799 26.8061 -24.9402  0.12
H3 -22.0084 21.9651 -26.7260  0.26
Br2 -17.2527 25.2317 -26.2826  0.11
O1 -19.6093 21.6880 -25.1402  -0.62
Br3 -17.7325 23.6618 -29.2827  0.12
C1 -25.1803 22.7548 -25.1416  -0.47
Br4 -20.2580 24.7578 -27.4505  0.11
C2 -21.9192 22.4706 -25.7645  -0.58
Br5 -16.1811 21.5516 -23.6707  0.08
H4 -18.2542 22.0096 -25.0122  0.21
Br6 -16.5080 22.7401 -26.6990  0.06
Br7 -26.2528 21.2873 -24.2478  0.09
C3 -21.0728 27.2330 -25.8061  -0.49
Br8 -20.9634 29.0181 -26.4954  0.14
C4 -20.3642 23.2647 -22.3259  -0.43
C5 -20.5581 22.5161 -25.1345  0.85
Br9 -22.0883 24.0401 -22.7754  0.15
H5 -23.1947 24.3615 -25.6540  0.25
Br10 -18.0493 24.3380 -24.1110  0.07
H6 -20.9794 26.5719 -26.6677  0.18
H7 -19.9562 22.7788 -23.2122  0.20
Br11 -20.5135 21.9255 -20.8193  0.07
O2 -20.2916 23.7467 -24.6444  -0.64
H8 -21.6549 25.2710 -24.3734  0.24
C6 -17.3247 22.5640 -24.8831  -0.47
C7 -21.1459 24.7295 -25.1708  -0.23
Br12 -24.0328 23.7181 -23.9104  0.13
Br13 -19.4694 26.7128 -24.7222  0.11
H9 -22.6167 22.0192 -25.0589  0.26
Br14 -24.1034 22.1805 -26.7099  0.10
C8 -18.4277 24.0029 -27.4522  -0.47
H10 -18.4944 23.0540 -26.9199  0.20
C9 -22.2257 23.9647 -25.9569  -0.54
Br15 -19.0219 24.6720 -21.9196  0.15
H11 -22.1905 24.0279 -27.0445  0.23

Forces on atoms 1 to 2 (eV/Å):
-0.41 -0.84 -0.25
-0.96 -1.49 3.11